{
  "formula": "C2H3NO2",
  "method": "the ωB97M-V functional and the def2-TZVPD basis",
  "lumo_ev": 0.6,
  "smiles": "C#[N+][O-].C=O",
  "relative_energy_ev": 4.735,
  "homo_energy_ha": -0.379,
  "multiplicity": 1,
  "homo_lumo_gap_ev": 10.93,
  "molar_mass_g_mol": 73.051,
  "elements": ["O", "O", "N", "C", "C", "H", "H", "H"],
  "positions_angstrom": [[1.33290, -0.07788, 0.98490], [-2.06989, -1.16218, 0.61732], [-1.66313, -0.11955, 0.26068], [-1.28695, 0.94157, -0.01108], [1.36817, -0.26304, -0.16784], [1.84281, 0.35210, -0.82229], [-0.42918, 1.44983, -0.28322], [0.90527, -1.12084, -0.57847]],
  "forces_ev_per_a": [[0.16, 0.81, 3.41], [-0.74, -1.14, 0.19], [0.45, 0.64, 0.18], [-0.92, -0.42, -0.02], [-0.72, -1.95, -0.26], [1.71, 2.32, -2.25], [0.82, 1.14, -0.37], [-0.76, -1.41, -0.86]]
}